The following is a quantum chemistry calculation of a cluster of 2 separate species, H3S3 in total, from the Open Molecules 2025 dataset.

The geometry in XYZ format:
```
6
Properties=species:S:1:pos:R:3:forces:R:3:lowdin_charge:R:1
S 2.0431 0.3581 0.2072 -0.0910 -0.0286 -0.0865 0.442
H 2.2404 -0.4822 1.2289 0.0442 -0.0004 0.0509 -0.214
S -1.8940 0.6528 -0.0370 0.0867 -0.3562 0.0424 0.262
S -0.9305 -1.0800 -0.0534 -0.9096 -0.0591 -0.0089 0.111
H -2.2515 0.7241 -1.3308 -0.0211 0.0676 -0.0751 -0.182
H 0.7926 -0.1728 -0.0149 0.8908 0.3766 0.0773 -0.418
```
Forces are in eV/Å.

Summary:
Frontier orbital gap (spin up / spin down) (eV): 9.473 / 7.077
Expectation value of S²: 0.75
M (g mol⁻¹): 99.2
Highest occupied orbital energy (spin up / spin down) (eV): -9.14 / -9.44
Multiplicity: 2
Relative energy (zero: lowest compared OMol25 entry of this formula, charge and spin) (kJ/mol): 17.0
Electronic energy (eV): -32553.24164